Entry 1:
# C36H60CeOP2

A molecular structure, C36H60CeOP2 (ωB97M-V with the def2-TZVPD basis set, OMol25).

Geometry (Å):
Ce1 0.69781 -0.53188 0.13345
C1 1.93376 1.47447 0.79444
C2 0.80673 1.39867 1.68243
C3 2.11031 -0.50311 2.01076
C4 2.73063 0.29407 0.96540
C5 0.93214 0.19692 2.45952
C6 2.17926 2.57355 -0.17471
H1 1.62501 3.45838 0.15358
H2 1.86270 2.29994 -1.19673
H3 3.24736 2.83490 -0.22018
C7 3.70675 -0.13468 -0.06361
H4 3.22535 -0.22846 -1.07102
H5 4.19709 -1.08861 0.19002
H6 4.46781 0.65647 -0.15443
C8 2.45971 -1.91520 2.32493
H7 3.49926 -1.95621 2.66405
H8 2.36443 -2.58595 1.45056
H9 1.80300 -2.29549 3.11628
C9 -0.05247 -0.22375 3.49759
H10 0.28465 0.04491 4.50893
H11 -0.24368 -1.30495 3.48569
H12 -1.00239 0.28858 3.33942
C10 -0.21975 2.46467 1.85448
H13 0.03744 3.13441 2.69108
H14 -1.21445 2.05121 2.04015
H15 -0.27726 3.07594 0.95548
C11 -1.75406 0.12933 -2.44440
C12 -1.50511 1.32328 -1.88082
C13 -2.43118 2.17414 -1.06962
C14 -3.52402 1.45683 -0.21820
C15 -3.06038 0.35019 0.68495
C16 -2.87113 -0.93995 0.39012
C17 -3.00650 -1.61464 -0.95295
C18 -2.96535 -0.75863 -2.24126
H16 -2.90918 2.89700 -1.75918
H17 -4.35008 1.14885 -0.87572
H18 -1.82403 2.80765 -0.40671
H19 -3.91577 -0.20299 -2.35128
H20 -0.99637 -0.26072 -3.14538
H21 -0.51446 1.77555 -2.07495
H22 -2.93307 -1.48114 -3.07560
H23 -2.26221 -2.43020 -1.03104
H24 -2.65414 -1.62513 1.23495
H25 -3.96329 -2.17625 -0.94392
H26 -3.94842 2.22528 0.45163
H27 -2.81138 0.65834 1.71749
P1 -5.90872 -3.65563 -1.32403
P2 -6.44934 -5.61069 0.90490
C19 -7.54765 -4.55375 -1.42741
C20 -7.52665 -5.82620 -0.59109
H28 -7.72927 -4.79642 -2.48320
H29 -8.33305 -3.85599 -1.09690
H30 -8.54165 -6.07841 -0.25947
H31 -7.12973 -6.67834 -1.16022
C21 -6.62112 -7.35873 1.47872
H32 -6.19274 -7.44022 2.48949
H33 -6.06332 -8.00448 0.78218
H34 -7.68821 -7.64048 1.48773
C22 -7.79377 -4.91009 1.96233
H35 -8.70691 -5.50798 1.82899
H36 -7.98346 -3.86657 1.68201
H37 -7.46901 -4.95509 3.00976
C23 -5.39512 -4.03641 -3.05255
H38 -4.50061 -3.46333 -3.32434
H39 -6.22021 -3.80122 -3.73704
H40 -5.16515 -5.10807 -3.11285
C24 -6.61300 -1.96573 -1.51223
H41 -7.18507 -1.74189 -0.60434
H42 -7.28159 -1.93611 -2.37893
H43 -5.82053 -1.21708 -1.62014
C25 6.13450 1.26908 -2.40477
C26 4.83786 2.07186 -2.56508
C27 5.21183 3.55324 -2.53632
C28 4.10167 1.71181 -3.85761
C29 4.81467 1.74301 -5.03765
C30 4.19428 1.53246 -6.26366
C31 2.80610 1.35953 -6.32843
C32 2.03565 1.34566 -5.18264
C33 0.51135 1.39889 -5.21966
C34 0.02856 2.81165 -4.90457
C35 -0.07833 0.95928 -6.56894
C36 2.71380 1.26437 -3.88939
O1 2.11382 0.80871 -2.85250
H44 6.84710 1.57243 -3.18155
H45 5.95741 0.19112 -2.50275
H46 6.59604 1.46801 -1.42722
H47 4.16529 1.84613 -1.74203
H48 5.94648 3.74897 -3.32295
H49 4.34379 4.19422 -2.71621
H50 5.66201 3.83258 -1.57460
H51 5.89200 1.93448 -4.98686
H52 4.78713 1.56612 -7.18687
H53 2.30975 1.24301 -7.29597
H54 0.15453 0.71138 -4.43850
H55 0.29247 3.46871 -5.74451
H56 -1.05575 2.84016 -4.76714
H57 0.50251 3.19878 -3.99872
H58 0.31990 -0.01352 -6.89705
H59 -1.16819 0.87114 -6.48161
H60 0.13397 1.70567 -7.35067

Summary:
⟨S²⟩: 0.752
Total energy (eV): -71849.9858
E_HOMO (spin up / spin down) (eV): -7.868 / -7.870
LUMO (spin up / spin down) (eV): -4.26 / -4.22
Multiplicity: 2
Total charge: +1
Frontier orbital gap (spin up / spin down) (hartree): 0.132 / 0.134

***

Entry 2:
# C16H13BrCl5NO2Ti

A molecular structure, C16H13BrCl5NO2Ti (ωB97M-V with the def2-TZVPD basis set, OMol25).

Geometry (Å):
Ti1 0.76907 0.15113 -0.09667
Cl1 2.77403 -5.20031 -4.19822
C1 2.66154 -3.84209 -3.16396
C2 1.46250 -3.56728 -2.51334
Cl2 0.07848 -4.55559 -2.71964
C3 1.41147 -2.46332 -1.67972
Cl3 -0.06710 -2.05189 -0.81094
C4 2.49130 -1.62119 -1.45624
O1 2.35014 -0.57268 -0.63428
C5 3.68364 -1.90173 -2.11846
Cl4 5.01790 -0.86137 -1.85325
C6 3.76702 -3.00506 -2.96494
Cl5 5.23897 -3.34162 -3.76492
C7 -1.45170 3.55794 -1.66094
N1 -2.37609 2.60047 -1.03137
C8 -3.80800 2.93835 -0.94757
C9 -1.90161 1.47695 -0.56988
C10 -2.75525 0.43723 0.07586
O2 -0.64005 1.24815 -0.68956
H1 -2.01979 4.42386 -1.97996
H2 -0.97009 3.09912 -2.52156
H3 -0.69094 3.86521 -0.94664
H4 -3.95746 3.89345 -1.43789
H5 -4.12174 3.02777 0.09019
H6 -4.40992 2.18893 -1.45617
H7 -3.74083 0.79063 0.35597
H8 -2.23937 0.06958 0.96475
H9 -2.87060 -0.39355 -0.62496
Br1 0.42514 -0.25187 6.62002
C11 0.51883 -0.11433 4.74270
C12 -0.16572 0.90263 4.09869
C13 -0.08995 0.99092 2.71503
C14 0.65006 0.08297 1.94654
C15 1.33021 -0.92727 2.64391
C16 1.27384 -1.03055 4.02550
H10 -0.74216 1.61628 4.67123
H11 -0.62361 1.81165 2.23950
H12 1.92971 -1.65631 2.10793
H13 1.80812 -1.81522 4.54326

Summary:
⟨S²⟩: 0.756
Total energy (eV): -178153.0448
E_HOMO (spin up / spin down) (eV): -10.919 / -11.367
LUMO (spin up / spin down) (eV): -3.35 / -3.15
Multiplicity: 2
Total charge: +1
Frontier orbital gap (spin up / spin down) (hartree): 0.278 / 0.302

***

Entry 3:
# C5H11N

C5H11N in the gas phase (ωB97M-V with the def2-TZVPD basis set, OMol25).

Geometry (Å):
C1 2.23777 -1.91200 0.07977
C2 1.06525 -1.07424 0.48369
C3 0.88429 0.19982 0.16227
C4 -0.28788 1.03989 0.55646
N1 -1.15623 1.33643 -0.60140
C5 -2.46088 0.66783 -0.56935
H1 3.08794 -1.68540 0.71685
H2 2.58192 -1.72513 -0.93893
H3 2.00795 -2.97158 0.18993
H4 0.30972 -1.56468 1.08449
H5 1.60769 0.71023 -0.46970
H6 0.08522 1.99874 0.91360
H7 -0.86624 0.58579 1.35299
H8 -0.66858 1.05006 -1.44165
H9 -2.42874 -0.27346 -0.00779
H10 -2.77739 0.44519 -1.59299
H11 -3.18022 1.30851 -0.04795

Summary:
SMILES: C/C=C/CNC
Total energy (eV): -6852.3606
E_HOMO (eV): -8.550
LUMO (eV): 1.20
Multiplicity: 1
Frontier orbital gap (hartree): 0.358

***

Listing energy relative to the best compared isomer or geometry (same formula, charge and spin) for the structures above in their given order: 0.0, 0.0, 26.9 kcal per mole.